Arrangement a

ORCA calculation (ωB97M-V/def2-TZVPD) on C4H7NO in the gas phase.

```
13
Properties=species:S:1:pos:R:3:mulliken_charge:R:1
O -2.00 0.82 1.42 -0.636
C -1.09 0.35 0.76 0.360
C -0.79 0.60 -0.72 -0.452
C 0.70 0.30 -0.82 -0.561
C 0.87 -0.83 0.20 -0.502
N -0.11 -0.49 1.22 -0.123
H -1.35 -0.13 -1.33 0.236
H -1.09 1.60 -1.00 0.290
H 1.05 0.00 -1.81 0.322
H 1.29 1.16 -0.50 0.275
H 0.64 -1.81 -0.24 0.250
H 1.90 -0.81 0.57 0.323
H -0.04 -0.70 2.20 0.219
```

Output
Orbital gap in eV: 10.5
Structure (SMILES): O=C1CCCN1
HOMO energy in hartree: -0.3530

***

Arrangement b

ORCA calculation (ωB97M-V/def2-TZVPD) on 2 unconnected molecules or ions with the total composition C4H7NO.

```
13
Properties=species:S:1:pos:R:3:mulliken_charge:R:1
C 0.98 0.97 1.24 -0.313
N 0.08 0.39 2.12 -0.343
C 0.35 -0.46 0.93 -0.114
C -0.57 -0.42 -0.07 0.113
C -1.20 -0.84 -1.29 -0.149
O -1.53 0.39 -0.55 -0.426
H 0.57 1.83 0.69 0.228
H 2.00 0.57 -1.02 -0.141
H -0.87 0.78 2.13 0.257
H 0.98 -1.34 1.05 0.332
H 1.89 0.39 -1.74 0.127
H -0.70 -0.67 -2.24 0.200
H -1.99 -1.59 -1.28 0.228
```

Output
Orbital gap (spin up / spin down) in eV: 7.6 / 7.9
HOMO energy (spin up / spin down) in hartree: -0.2671 / -0.2753

***

Arrangement c

ORCA calculation (ωB97M-V/def2-TZVPD) on C4H7NO in the gas phase.

```
13
Properties=species:S:1:pos:R:3:mulliken_charge:R:1
C 1.94 -0.14 -0.32 -0.834
C 0.77 0.62 0.27 0.516
O 0.84 1.79 0.58 -0.571
N -0.36 -0.13 0.56 -0.158
C -1.31 -0.79 -0.30 -0.304
C -1.68 0.42 0.50 -0.425
H 2.35 0.44 -1.15 0.277
H 2.72 -0.21 0.45 0.252
H 1.69 -1.15 -0.66 0.312
H -1.62 -1.78 0.04 0.226
H -1.22 -0.69 -1.38 0.244
H -2.26 0.34 1.42 0.234
H -1.80 1.36 -0.03 0.231
```

Output
Orbital gap in eV: 10.6
Structure (SMILES): CC(=O)N1CC1
HOMO energy in hartree: -0.3555

***

Arrangement d

ORCA calculation (ωB97M-V/def2-TZVPD) on C4H7NO in the gas phase.

```
13
Properties=species:S:1:pos:R:3:mulliken_charge:R:1
O 1.09 1.58 -1.24 -0.485
C 1.53 0.93 -0.32 0.058
C 1.07 -0.48 -0.02 -0.747
C -0.35 -0.47 0.56 0.091
C -1.36 0.40 -0.10 -0.416
N -1.37 -1.05 -0.32 -0.611
H 2.27 1.38 0.37 0.339
H 1.79 -0.98 0.64 0.333
H 1.01 -1.04 -0.96 0.270
H -0.43 -0.64 1.63 0.384
H -0.98 0.98 -0.93 0.245
H -2.16 0.87 0.47 0.305
H -2.11 -1.49 0.22 0.234
```

Output
Orbital gap in eV: 10.6
Structure (SMILES): O=CC[C@H]1CN1
HOMO energy in hartree: -0.3531

***

Energies in eV, measured from the most stable structure: arrangement a 0.000; arrangement b 7.565; arrangement c 1.526; arrangement d 2.231.

***

Arrangement a

ORCA calculation (ωB97M-V/def2-TZVPD) on C4H7NO in the gas phase.

```
13
Properties=species:S:1:pos:R:3:mulliken_charge:R:1
C 1.58 1.11 0.12 -1.139
C 0.35 0.65 -0.65 -0.150
N 0.33 -0.81 -0.58 -0.421
C -0.60 -1.46 -0.02 0.028
C -1.90 -0.96 0.55 0.014
O -2.66 -1.72 1.09 -0.453
H 1.78 2.18 -0.05 0.338
H 2.45 0.53 -0.20 0.317
H 1.44 0.94 1.19 0.290
H -0.55 1.14 -0.27 0.180
H 0.45 0.92 -1.71 0.283
H -0.49 -2.54 0.07 0.379
H -2.15 0.11 0.44 0.332
```

Output
Orbital gap in eV: 9.4
Structure (SMILES): CC/N=C\C=O
HOMO energy in hartree: -0.3520

***

Arrangement b

ORCA calculation (ωB97M-V/def2-TZVPD) on C4H7NO in the gas phase.

```
13
Properties=species:S:1:pos:R:3:mulliken_charge:R:1
O -1.86 -0.93 1.55 -0.377
N -0.58 -1.24 1.11 -0.550
C -0.24 -0.60 0.06 0.537
C -0.70 0.71 -0.58 -0.561
C 0.92 1.07 -0.45 -0.578
C 1.15 -0.49 -0.41 -0.456
H -1.94 -1.50 2.33 0.369
H -1.05 0.58 -1.62 0.233
H -1.57 1.10 -0.01 0.293
H 1.63 1.51 -1.18 0.304
H 1.12 1.56 0.51 0.235
H 1.19 -0.78 -1.47 0.226
H 1.92 -0.99 0.17 0.324
```

Output
Orbital gap in eV: 10.4
Structure (SMILES): ON=C1CCC1
HOMO energy in hartree: -0.3428

***

Arrangement c

ORCA calculation (ωB97M-V/def2-TZVPD) on C4H7NO in the gas phase.

```
13
Properties=species:S:1:pos:R:3:mulliken_charge:R:1
C -2.03 -0.39 0.08 -0.380
N -1.55 0.96 0.29 -0.626
C -1.01 0.19 -0.84 0.231
C 0.39 -0.29 -0.87 -0.508
C 2.31 -0.07 0.34 -0.590
O 0.89 -0.17 0.34 -0.129
H -1.71 -1.18 0.76 0.217
H -3.05 -0.47 -0.29 0.256
H -0.84 0.96 1.03 0.313
H -1.34 0.53 -1.82 0.379
H 2.64 -0.31 -0.67 0.363
H 2.76 -0.73 1.09 0.224
H 2.53 0.97 0.57 0.250
```

Output
Orbital gap in eV: 9.3
HOMO energy in hartree: -0.3173

***

Arrangement d

ORCA calculation (ωB97M-V/def2-TZVPD) on 2 unconnected molecules or ions with the total composition C4H7NO.

```
13
Properties=species:S:1:pos:R:3:mulliken_charge:R:1
C 0.46 0.83 0.22 -0.602
C 1.17 -0.15 -0.72 -0.397
O 0.70 -1.50 -0.55 -0.368
C -0.52 -1.63 0.01 0.105
N -1.37 -0.71 0.25 -0.418
C -1.03 0.61 0.02 -0.168
H 0.74 0.56 1.25 0.292
H 0.79 1.84 0.01 0.351
H 1.02 0.12 -1.77 0.279
H 2.24 -0.18 -0.51 0.295
H -0.73 -2.68 0.25 0.393
H -1.67 1.44 1.27 0.081
H -1.82 1.46 0.27 0.156
```

Output
Orbital gap in eV: 8.4
HOMO energy in hartree: -0.2934

***

Energies in eV, measured from the most stable structure: arrangement a 0.000; arrangement b 1.762; arrangement c 2.825; arrangement d 3.092.

***

Arrangement a

ORCA calculation (ωB97M-V/def2-TZVPD) on C4H7NO in the gas phase.

```
13
Properties=species:S:1:pos:R:3:mulliken_charge:R:1
C 1.49 0.83 0.21 -0.886
C 0.05 1.06 -0.54 -0.284
N 0.09 -0.31 -0.93 -0.433
C -0.44 -1.24 -0.26 0.071
C -1.68 -1.19 0.54 -0.026
O -2.18 -2.18 1.02 -0.465
H 2.20 1.46 -0.31 0.299
H 1.94 -0.19 0.14 0.300
H 1.39 1.04 1.27 0.275
H -0.90 1.41 -0.05 0.258
H 0.26 1.78 -1.33 0.234
H 0.04 -2.22 -0.34 0.374
H -2.21 -0.21 0.56 0.281
```

Output
Orbital gap in eV: 9.2
Structure (SMILES): CC/N=C\C=O
HOMO energy in hartree: -0.3404

***

Arrangement b

ORCA calculation (ωB97M-V/def2-TZVPD) on C4H7NO in the gas phase.

```
13
Properties=species:S:1:pos:R:3:mulliken_charge:R:1
O -0.58 2.86 0.38 -0.468
C -0.34 1.79 -0.13 0.022
C -0.54 0.49 0.63 -0.525
N 0.16 -0.63 -0.01 0.104
C 1.47 -0.45 -0.20 -0.568
C -0.59 -1.67 -0.35 -0.446
H 0.00 1.69 -1.18 0.385
H -1.61 0.29 0.64 0.249
H -0.17 0.61 1.65 0.329
H 2.04 -1.25 -0.65 0.244
H 1.92 0.47 0.14 0.263
H -0.12 -2.52 -0.83 0.245
H -1.63 -1.68 -0.08 0.166
```

Output
Orbital gap in eV: 8.0
HOMO energy in hartree: -0.2611

***

Energies in eV, measured from the most stable structure: arrangement a 0.000; arrangement b 0.249.